110
Properties=species:S:1:pos:R:3:forces:R:3 method="wB97M-V/def2-TZVPD" gap_ha=0.20691 largest_force_ha_per_bohr=0.07344 lumo_ev=-2.6 e_above_lowest_ev=0.868 homo_energy_ha=-0.3009 charge=0
Tl 4.99734 2.86467 2.56315 -0.10 -0.63 0.27
P 3.63875 -0.90232 4.48787 -0.96 -1.65 0.12
O 3.31511 -2.26910 5.15119 0.39 3.40 -1.59
O 3.37958 0.42491 5.25847 0.33 -0.69 0.11
O 3.02280 -0.54806 3.07011 0.80 -0.77 1.21
O 5.14388 -0.68779 4.16575 -0.34 0.35 -0.15
C 11.16620 5.14765 7.28513 -0.55 0.36 0.31
C 11.34444 3.84198 6.52434 -0.66 0.51 1.59
O 12.02151 4.20159 5.32357 -0.63 -0.59 -1.03
P 11.27861 4.07592 3.90369 -0.56 0.34 -1.85
O 9.87629 3.56237 3.82860 2.15 0.81 0.60
O 11.48857 5.55856 3.19625 0.40 -1.65 0.96
C 11.14116 6.79243 3.84031 -0.77 0.31 -0.64
C 12.35214 7.59398 4.29578 -0.20 -1.02 0.58
O 12.31919 3.20621 3.01864 -1.28 0.74 1.55
C 13.72104 3.34425 3.28257 0.51 -0.68 -0.46
C 14.33716 2.63685 2.09919 0.42 0.41 -0.75
H 10.32171 5.73474 6.92422 -0.03 -0.05 -0.42
H 10.93411 5.04127 8.34480 0.27 -0.39 0.07
H 12.05434 5.77003 7.17585 0.10 -0.13 0.12
H 11.89664 3.13766 7.14651 0.76 0.07 -0.48
H 10.39721 3.32239 6.37982 -0.10 0.29 -0.61
H 10.55443 7.33824 3.10143 0.17 0.13 -0.23
H 10.39912 6.59818 4.61475 0.34 0.01 0.50
H 12.86090 6.94483 5.00843 0.32 0.15 0.13
H 13.06142 7.83391 3.50367 -0.29 0.05 -0.12
H 12.03982 8.48443 4.84137 -0.01 0.09 -0.19
H 13.96827 4.39463 3.43641 0.17 0.06 -0.47
H 14.07956 2.81472 4.16527 -0.67 -0.01 0.41
H 14.12233 1.56823 2.10300 -0.10 0.05 0.29
H 13.89569 3.02977 1.18332 0.10 0.08 -0.07
H 15.41826 2.75604 2.02772 0.03 0.08 0.16
C 6.38918 6.06773 11.61097 -0.93 0.52 0.68
C 5.50728 6.54389 10.44843 1.43 -0.65 -0.32
O 6.00208 5.85354 9.23726 -0.61 1.03 -1.63
P 5.59408 6.45643 7.76378 0.64 -0.72 0.20
O 5.88295 5.57940 6.58570 -0.25 1.23 1.91
O 6.32233 7.92720 7.73042 -0.61 -2.39 1.34
C 5.87001 8.79511 6.72910 -1.03 0.76 -1.28
C 6.73881 10.01179 6.76276 1.22 -0.30 1.03
O 4.03735 6.82375 7.93465 1.03 0.36 0.06
C 3.07497 5.79662 7.76089 -1.84 -0.30 1.61
C 1.80662 6.03383 8.63641 -0.53 0.46 -1.18
H 6.23219 6.76380 12.43494 -0.11 0.26 0.09
H 5.99391 5.13668 12.01717 0.40 -0.29 -0.32
H 7.47255 6.04886 11.49240 -0.22 -0.17 -0.63
H 4.47402 6.25008 10.63322 0.01 0.12 -0.17
H 5.58798 7.61850 10.28469 -0.08 -0.03 0.04
H 5.97650 8.28774 5.77028 -0.25 0.03 -0.20
H 4.82296 9.02906 6.92157 -0.12 0.01 -0.18
H 6.58531 10.84044 6.07148 -0.29 -0.43 -0.10
H 6.76409 10.37862 7.78886 -0.30 0.36 0.01
H 7.73317 9.57679 6.66214 0.38 0.48 -0.44
H 2.77338 5.75884 6.71413 0.16 -0.24 0.09
H 3.35692 4.82142 8.15787 1.06 -0.03 -0.64
H 1.17096 6.80911 8.20865 0.05 0.19 -0.08
H 1.22476 5.11705 8.54127 -0.05 -0.10 0.10
H 1.86095 6.27335 9.69838 0.83 -0.18 -0.06
C 9.63347 0.29748 -1.96455 1.05 1.06 1.06
C 10.34549 1.59470 -2.46047 -0.15 -2.65 0.41
O 9.51835 2.33869 -3.28952 -1.70 1.47 -1.29
P 8.15146 3.04559 -2.80022 0.38 0.97 2.66
O 7.88250 2.89515 -1.32571 0.49 0.39 -2.43
O 8.34986 4.58411 -3.33459 -0.25 -2.23 0.15
C 9.14446 5.51047 -2.60418 0.52 0.76 0.74
C 10.65139 5.18029 -2.42299 -1.31 0.12 -0.11
O 6.94458 2.52590 -3.68375 1.28 0.93 1.09
C 7.13578 2.52314 -5.08082 -1.18 -0.93 -2.05
C 6.43393 3.67960 -5.82238 0.66 0.18 0.79
H 10.46547 -0.20537 -1.47159 -0.26 -0.40 0.45
H 8.85850 0.54998 -1.24085 -0.02 -0.27 -0.08
H 9.27682 -0.40078 -2.72174 -0.03 0.54 -0.34
H 10.79364 2.23054 -1.69695 -0.32 -0.30 0.36
H 11.16282 1.15064 -3.02872 0.14 0.79 -0.60
H 8.93122 6.43745 -3.13648 0.52 0.11 0.03
H 8.74156 5.63331 -1.59885 -0.28 -0.12 0.04
H 11.15085 5.97612 -1.87044 -0.11 0.35 -0.36
H 10.70835 4.35042 -1.71860 0.21 -0.38 -0.46
H 11.10784 5.01190 -3.39839 0.27 -0.24 0.29
H 8.17333 2.36634 -5.37580 0.12 0.39 0.21
H 6.62757 1.59081 -5.32693 0.04 -0.02 -0.59
H 6.89518 4.63166 -5.55983 -0.03 0.03 0.23
H 6.53638 3.62823 -6.90633 -0.11 -0.49 0.04
H 5.38552 3.71638 -5.52640 0.00 -0.03 -0.16
C 2.28019 7.53523 -4.31514 0.52 -0.52 0.71
C 2.62491 7.13268 -2.83863 0.27 0.24 -1.32
O 1.48714 6.62539 -2.16935 -1.27 -1.79 -0.14
P 1.02218 5.03835 -2.23039 1.26 0.98 2.08
O 1.85729 4.15031 -1.34454 -1.55 1.28 -2.04
O -0.48940 5.16979 -1.69934 0.39 0.69 -1.10
C -1.32787 6.28815 -2.15334 -1.53 -0.29 -0.39
C -2.80424 5.82638 -2.21576 0.65 0.08 1.66
O 0.92563 4.68019 -3.80291 0.71 2.35 1.96
C 0.75326 3.33589 -4.08158 -1.42 -2.16 -0.37
C -0.55292 3.18349 -4.88596 1.39 0.15 -0.40
H 1.22955 7.81381 -4.39662 0.05 0.08 0.15
H 2.89798 8.37541 -4.63223 -0.02 0.02 0.04
H 2.46236 6.71326 -5.00745 -0.08 -0.03 0.07
H 3.42557 6.39820 -2.75164 0.14 -0.05 -0.36
H 2.98902 8.01906 -2.31916 -0.41 -0.03 0.30
H -1.20185 7.11232 -1.45122 0.07 -0.17 -0.01
H -1.18145 6.66400 -3.16596 1.23 -0.24 0.00
H -3.50080 6.66370 -2.17320 0.23 0.28 -0.58
H -3.03456 5.15523 -3.04317 0.12 0.05 0.16
H -2.98818 5.37259 -1.24193 -0.21 -0.67 -0.17
H 1.65495 3.00220 -4.59511 -0.22 -0.32 -0.06
H 0.57476 2.73113 -3.19248 0.65 0.14 0.35
H -0.96772 2.18211 -4.77062 -0.05 0.14 -0.10
H -1.24018 3.95684 -4.54284 -0.13 -0.21 -0.10
H -0.24483 3.36151 -5.91624 -0.73 0.02 -0.25

---

106
Properties=species:S:1:pos:R:3:forces:R:3 method="wB97M-V/def2-TZVPD" spin_multiplicity=6 gap_ha="0.28745 / 0.32778" largest_force_ha_per_bohr=0.04788 lumo_ev="0.6 / 0.6" e_above_lowest_ev=0.077 homo_energy_ha="-0.2642 / -0.3046" charge=0
Mn -0.85026 -0.14536 -0.21729 -0.18 0.40 1.13
O -1.22230 -0.83860 1.63995 0.61 0.44 -0.32
H -1.71388 -1.41275 2.21155 -0.29 -0.31 0.07
O 0.12432 1.45424 -0.76878 0.23 -0.52 -0.38
H 0.31163 2.37826 -0.72463 -0.09 0.49 0.09
C 1.24191 1.49061 2.22539 1.63 -0.55 0.77
O 1.56084 2.85939 2.44698 -0.30 0.14 -0.22
C 2.12333 3.54170 1.34798 -0.48 0.62 0.12
C 3.57368 3.24558 1.07980 0.17 -1.14 -0.14
O 4.45425 3.40116 2.15743 1.05 0.70 0.09
C 4.29364 2.64571 3.34053 -1.22 -0.01 -0.48
C 5.52677 2.63171 4.21087 -0.77 0.39 -0.14
O 6.66554 2.21064 3.49741 -0.04 -0.12 0.50
C 7.65829 1.80706 4.40562 0.15 -0.21 0.85
H 1.79539 0.94626 3.00562 -0.60 -0.01 0.42
H 1.74247 1.05084 1.36026 -0.59 0.46 -0.57
H 0.18119 1.26647 2.27685 -0.06 0.08 -0.20
H 2.04380 4.61534 1.55018 -0.18 -0.09 0.24
H 1.52675 3.33705 0.45436 0.20 0.00 -0.19
H 3.93085 3.93014 0.30898 -0.03 0.00 -0.04
H 3.66026 2.22400 0.67291 0.07 -0.01 0.08
H 3.96396 1.62259 3.11209 0.25 -0.02 -0.15
H 3.45249 3.12346 3.85614 0.23 -0.37 0.59
H 5.28860 1.97320 5.05523 0.12 -0.35 -0.09
H 5.62562 3.61441 4.68984 0.56 0.19 -0.32
H 7.84632 2.57110 5.17272 0.23 0.27 -0.34
H 8.57996 1.53723 3.89620 -0.08 0.24 -0.23
H 7.36262 0.93996 5.01718 -0.25 -0.15 -0.36
C -1.34854 -5.90450 -1.74069 0.85 0.39 -0.37
C -1.83335 -4.82423 -2.69360 -0.27 -0.99 -0.13
O -1.45602 -3.54870 -2.18806 -0.62 1.28 0.21
P -2.38069 -2.26549 -2.41587 -0.02 -1.25 -1.71
O -1.94066 -1.06665 -1.71325 -0.27 -0.18 -0.19
O -2.33495 -2.08108 -4.02627 -0.68 -0.81 1.29
C -2.91241 -0.89226 -4.56801 1.34 1.84 -0.77
C -1.85022 -0.28315 -5.53293 -0.84 -1.29 0.68
O -3.87363 -2.73303 -2.11775 0.20 0.50 0.07
C -4.21721 -3.19785 -0.75149 1.02 -1.08 -1.27
C -4.75870 -2.12760 0.10657 -1.33 1.23 0.74
H -0.27831 -6.05060 -1.90607 -0.01 -0.07 0.23
H -1.47857 -5.57027 -0.71226 -0.20 -0.22 0.04
H -1.84466 -6.85098 -1.94583 -0.13 0.03 0.15
H -1.37679 -4.93720 -3.67969 -0.17 -0.01 0.02
H -2.91742 -4.94887 -2.77854 0.03 0.53 -0.16
H -3.83708 -1.03411 -5.12393 -0.23 -0.48 0.54
H -2.97025 -0.15743 -3.76153 -0.71 -0.09 0.00
H -0.95902 -0.34217 -4.91087 0.42 0.48 -0.57
H -1.78655 -0.93097 -6.40782 0.36 0.02 0.01
H -2.11529 0.71360 -5.87433 0.08 0.14 0.27
H -4.89889 -4.02066 -0.96030 -0.29 0.15 0.22
H -3.29169 -3.67581 -0.42447 -0.08 0.21 0.69
H -4.18257 -1.20203 0.09087 0.32 -0.25 -0.03
H -5.78723 -1.85157 -0.15613 0.17 -0.03 -0.60
H -4.93354 -2.39265 1.15278 0.68 -0.47 -0.01
C -2.53377 5.19751 0.68180 -0.27 0.88 0.05
C -2.41860 3.72300 0.42807 0.52 -0.28 -0.46
O -3.73511 3.22880 0.07949 -0.15 -0.08 0.63
P -4.02561 1.68803 0.34955 -1.01 1.00 -0.34
O -2.86036 0.88689 -0.04574 -0.71 -0.15 0.29
O -4.60732 1.57871 1.82944 1.05 -0.36 -1.07
C -3.68764 1.16667 2.87910 -1.52 0.18 1.39
C -4.01365 2.04952 4.09754 1.98 0.28 -0.29
O -5.39429 1.48622 -0.45290 0.23 0.51 0.18
C -5.36227 1.43561 -1.88171 1.21 -1.57 -1.46
C -4.55327 2.47243 -2.66828 -0.51 0.11 1.30
H -1.59794 5.75885 0.69918 0.29 -0.51 0.12
H -3.11513 5.71346 -0.08610 -0.15 -0.33 -0.08
H -3.03274 5.38554 1.63446 -0.03 -0.04 -0.03
H -1.76128 3.43560 -0.39663 0.02 0.30 -0.03
H -1.99841 3.19946 1.29203 -0.26 0.01 0.12
H -3.93933 0.13992 3.14180 0.13 -0.16 -0.32
H -2.63968 1.20706 2.59189 -0.03 0.02 -0.18
H -3.50290 3.00477 3.94045 -0.37 0.22 -0.04
H -5.04726 2.24270 4.35882 -0.18 -0.41 -0.30
H -3.46001 1.63739 4.94623 -0.34 -0.16 0.14
H -4.86082 0.48479 -2.12271 -0.08 -0.04 0.09
H -6.33358 1.28989 -2.35454 -0.49 0.48 0.97
H -4.80318 3.48331 -2.34548 0.01 0.06 -0.19
H -3.50283 2.28918 -2.44516 0.14 0.20 -0.46
H -4.82511 2.33613 -3.71252 0.32 0.02 -0.11
C 2.53181 -3.05869 2.71481 0.28 -0.05 0.07
C 1.73703 -2.00526 1.97050 -0.50 -0.54 1.03
O 2.52925 -1.43798 0.90636 -0.19 0.39 0.09
P 2.09528 -1.77669 -0.56558 0.33 -0.60 -0.38
O 0.68513 -1.50225 -0.90544 0.81 -0.50 0.03
O 3.18723 -1.05751 -1.45264 -0.54 -0.62 0.29
C 3.00898 0.24155 -2.03057 -0.26 1.50 0.40
C 3.69854 0.30281 -3.36082 0.61 -0.17 -0.65
O 2.45375 -3.33544 -0.70371 -0.92 0.80 -0.05
C 3.78967 -3.79992 -0.78795 0.98 -0.45 -0.99
C 4.16609 -3.92415 -2.28162 0.25 0.01 0.07
H 3.01214 -3.75908 2.03053 0.02 0.07 -0.07
H 3.29400 -2.60049 3.34705 0.10 -0.05 -0.10
H 1.89125 -3.65915 3.36226 -0.16 0.16 0.01
H 0.77337 -2.40805 1.65480 0.18 0.07 -0.66
H 1.42647 -1.21428 2.64964 0.27 0.26 -0.17
H 1.96494 0.56097 -2.11361 -0.20 -0.68 0.03
H 3.37931 0.97816 -1.30977 0.48 -0.19 -0.10
H 4.66586 -0.20660 -3.37658 -0.14 -0.25 0.28
H 3.07563 -0.13907 -4.14020 0.05 -0.03 -0.01
H 3.96828 1.31167 -3.67789 -0.46 0.18 0.22
H 4.47495 -3.18686 -0.19759 -0.08 0.25 -0.22
H 3.83229 -4.79902 -0.35072 -0.28 0.06 0.12
H 5.21571 -4.14291 -2.49831 0.05 -0.09 0.56
H 3.60102 -4.74129 -2.73043 -0.19 0.11 0.01
H 3.97032 -3.00706 -2.83246 -0.27 0.07 0.15